DFT (wB97M-V/def2-TZVPD) results for C5H6O4Pm as an isolated structure.

```
16
Properties=species:S:1:pos:R:3:forces:R:3:mulliken_spin:R:1
O -0.142176 -0.878886 -2.364679 0.868 2.137 1.224 -0.01
C 0.233174 -3.177543 -2.199670 2.502 1.159 2.697 0.00
O 1.012503 -2.812466 -1.382539 -2.216 -2.722 -2.477 0.00
O 2.098211 0.196158 1.070791 -0.016 0.186 0.166 -0.02
C 1.123129 0.715951 1.916114 -1.092 0.720 1.757 0.00
C -0.017108 1.372949 1.137585 -0.091 0.766 -0.136 0.00
O -0.345775 0.450446 0.104559 3.082 -1.948 -0.076 0.00
C -1.443081 0.201162 -0.665786 -1.957 0.367 -0.260 0.00
C -1.264540 -0.325456 -1.885873 -0.817 -1.518 -0.064 0.00
Pm 1.614736 -0.602649 -0.691795 -0.748 -0.078 -2.217 4.03
H 1.532418 1.487599 2.596034 -0.011 -0.357 -0.278 0.00
H 0.685476 -0.074017 2.562089 0.343 0.227 -0.305 0.00
H 0.358332 2.261646 0.608105 -0.324 0.143 0.477 0.00
H -0.904166 1.585608 1.749433 0.376 0.090 -0.077 0.00
H -2.374102 0.177714 -0.100794 -0.028 0.539 -0.605 0.00
H -2.167032 -0.578216 -2.453573 0.128 0.287 0.174 0.00
```
Positions in Å, forces in eV/Å.

Calculated values
expectation value of S²: 6.01
E_HOMO (spin up / spin down): -11.704 / -11.714 eV
spin multiplicity: 5
LUMO energy (spin up / spin down): -4.82 / -4.68 eV
charge: +1
HOMO-LUMO gap (spin up / spin down): 6.88 / 7.03 eV
molecular weight: 275.10 g/mol
E_tot: -1103.1566 a.u.
energy relative to the best compared isomer or geometry (same formula, charge and spin): 0.00 kJ/mol

=====

DFT (wB97M-V/def2-TZVPD) results for the molecule C5H6OS.

```
13
Properties=species:S:1:pos:R:3:forces:R:3:lowdin_charge:R:1
C 0.756194 0.130379 1.191217 -0.609 3.899 -1.000 -0.37
C 1.766737 -0.316716 0.141421 -0.009 -2.590 -1.410 -0.08
C 0.959617 -0.571930 -1.278455 -1.781 -0.949 3.688 -0.16
C -0.237556 0.330303 -0.919110 1.392 -1.711 1.099 -0.57
C -0.485276 -0.468805 0.464552 -1.236 1.649 -0.110 -0.42
H 2.067200 -1.307487 0.575759 0.910 0.854 -0.818 0.13
H 2.509338 0.433877 -0.076979 0.634 -0.128 0.689 0.11
H 0.664389 -1.606860 -1.457455 -0.156 -0.124 0.629 0.11
H 1.413375 -0.369261 -2.140132 2.554 1.661 -3.247 0.04
H 0.189499 1.370550 -0.901942 -1.210 -0.755 0.589 0.14
H -0.354252 -1.553861 0.373740 0.133 0.584 -0.263 0.09
O 0.984421 1.079430 1.937965 -1.061 -2.635 -0.720 0.08
S -1.932701 -0.013862 -0.592152 0.440 0.246 0.873 0.90
```
Positions in Å, forces in eV/Å.

Calculated values
SMILES: O=C1CC[C@H]2S[C@H]12
E_HOMO: -9.284 eV
LUMO energy: 0.36 eV
HOMO-LUMO gap: 9.64 eV
molecular weight: 114.17 g/mol
E_tot: -667.3943 a.u.
energy relative to the best compared isomer or geometry (same formula, charge and spin): 377.53 kJ/mol

=====

DFT (wB97M-V/def2-TZVPD) results for C5H6OS as an isolated structure.

```
13
Properties=species:S:1:pos:R:3:forces:R:3:lowdin_charge:R:1
C 0.771968 0.522493 -0.729111 -0.212 7.555 1.070 -0.72
C 0.697248 -0.894329 -0.841106 -1.211 -0.398 -2.949 -0.12
C -0.453333 -0.957186 0.141494 -2.598 1.282 3.071 -0.26
C -0.388124 0.145311 1.273114 3.614 -0.135 0.671 -0.07
C -0.517970 1.068512 0.110462 1.091 -6.907 -2.356 -0.24
H 1.772156 -1.175122 -0.813433 -1.112 -1.164 0.380 0.14
H 0.087428 -1.159703 -1.866774 2.041 0.464 2.064 0.20
H -0.995194 -1.824866 0.387870 0.047 -1.558 0.061 0.13
H 0.669929 0.238906 1.560454 -0.459 -0.064 1.886 0.11
H -1.248591 0.238746 1.950956 0.779 -0.557 -0.004 0.14
H -0.802931 2.030716 0.014644 -0.877 3.005 -0.169 0.10
O -1.451245 -0.011688 -0.341865 -0.967 0.445 -3.102 -0.11
S 1.858659 1.778211 -0.846706 -0.137 -1.968 -0.622 0.70
```
Positions in Å, forces in eV/Å.

Calculated values
E_HOMO: -8.409 eV
LUMO energy: -0.25 eV
HOMO-LUMO gap: 8.16 eV
molecular weight: 114.17 g/mol
E_tot: -667.3811 a.u.
energy relative to the best compared isomer or geometry (same formula, charge and spin): 412.21 kJ/mol

=====

DFT (wB97M-V/def2-TZVPD) results for C5H6OS as an isolated structure.

```
13
Properties=species:S:1:pos:R:3:forces:R:3:lowdin_charge:R:1
C -0.346058 0.553595 -0.831019 4.811 2.339 -0.486 -0.74
C -0.595392 0.623897 0.739521 -1.090 -1.166 -0.939 -0.16
C 0.303151 -0.761797 -0.359067 -1.700 -3.419 -2.075 -0.34
C 1.274047 -0.373845 0.565277 3.474 1.286 2.581 -0.10
C 0.826182 0.552379 1.390676 -5.649 -4.697 -7.380 0.08
H -1.810838 -1.230078 -1.345887 -0.269 3.801 -1.285 0.09
H 0.351802 1.312795 -1.509776 -1.277 -1.432 2.427 0.15
H -1.490196 1.162768 1.054956 0.457 0.099 0.362 0.14
H 0.764691 -1.744977 -0.941393 -2.248 2.495 0.773 0.21
H 2.267890 -0.686747 0.482399 1.380 -0.702 0.116 0.10
H 1.102910 1.114543 2.071719 3.095 4.938 6.370 0.02
O -0.978456 -0.862051 0.488720 2.535 0.493 1.287 -0.20
S -1.669733 0.339519 -1.806125 -3.518 -4.036 -1.750 0.75
```
Positions in Å, forces in eV/Å.

Calculated values
E_HOMO: -8.749 eV
LUMO energy: 0.66 eV
HOMO-LUMO gap: 9.41 eV
molecular weight: 114.17 g/mol
E_tot: -667.3193 a.u.
energy relative to the best compared isomer or geometry (same formula, charge and spin): 574.58 kJ/mol

=====

DFT (wB97M-V/def2-TZVPD) results for the molecule C5H6OS2.

```
14
Properties=species:S:1:pos:R:3:forces:R:3:lowdin_charge:R:1
C -1.922103 -1.364792 -0.739988 -0.462 -0.162 0.485 -0.01
C -0.940283 -0.502403 -0.519385 0.028 0.134 0.274 -0.62
C 1.008812 1.180118 -0.476769 0.027 0.158 -0.003 -0.78
C 1.694248 0.250899 0.537063 1.021 0.862 0.325 -0.29
C -0.594497 0.088102 0.843070 -0.097 0.182 -0.645 -0.59
H -2.576324 -1.693446 0.091694 0.526 0.253 -0.619 0.08
H -2.132734 -1.759977 -1.727721 0.035 0.009 0.102 0.06
H 1.650056 1.950771 -0.947017 -0.375 -0.572 0.332 0.09
H 2.334918 0.866868 1.246838 -0.733 -0.783 -0.704 0.14
H 2.313314 -0.499449 0.032542 -0.108 0.133 0.122 0.12
H -1.346959 -0.117376 1.594120 -0.038 -0.005 0.108 0.13
O 0.655406 -0.404361 1.259526 0.149 -0.073 0.164 -0.15
S 0.190262 0.123822 -1.737978 0.005 0.093 0.178 0.91
S -0.334117 1.881226 0.544007 0.022 -0.228 -0.119 0.91
```
Positions in Å, forces in eV/Å.

Calculated values
SMILES: C=C1S[C@@H]2CO[C@H]1S2
E_HOMO: -8.563 eV
LUMO energy: 0.62 eV
HOMO-LUMO gap: 9.19 eV
molecular weight: 146.24 g/mol
E_tot: -1065.6959 a.u.
energy relative to the best compared isomer or geometry (same formula, charge and spin): 86.09 kJ/mol

=====

DFT (wB97M-V/def2-TZVPD) results for the molecule C5H6S.

```
12
Properties=species:S:1:pos:R:3:forces:R:3:lowdin_charge:R:1
C 0.317467 -1.303172 0.396706 0.796 -0.313 -0.203 -0.48
C 0.316736 1.351154 0.123702 1.785 -0.407 -0.376 -0.45
C -0.985112 1.256128 0.124237 -2.233 -0.359 0.402 -0.19
C -1.703442 0.004164 -0.163624 0.247 -0.109 0.231 -0.11
C -1.052105 -1.168260 -0.163763 -0.602 0.459 0.406 -0.17
H 0.342072 -1.300390 1.497653 -0.216 0.091 -0.247 0.09
H 0.715992 -2.271907 0.073700 0.294 0.345 0.068 0.07
H 0.796242 2.291409 0.253740 0.368 0.605 0.071 0.05
H -1.550940 2.159429 0.339642 -0.067 -0.184 -0.098 0.10
H -2.782970 0.034273 -0.307778 0.316 0.080 -0.396 0.10
H -1.525868 -2.100950 -0.429321 -0.350 0.010 -0.045 0.10
S 1.415263 0.021753 -0.208199 -0.340 -0.219 0.188 0.89
```
Positions in Å, forces in eV/Å.

Calculated values
SMILES: C1=CCSC=C1
E_HOMO: -8.155 eV
LUMO energy: 0.78 eV
HOMO-LUMO gap: 8.93 eV
molecular weight: 98.17 g/mol
E_tot: -592.2666 a.u.
energy relative to the best compared isomer or geometry (same formula, charge and spin): 13.78 kJ/mol

=====

DFT (wB97M-V/def2-TZVPD) results for the molecule C5H6S.

```
12
Properties=species:S:1:pos:R:3:forces:R:3:lowdin_charge:R:1
C 1.710954 0.241831 -0.406588 -0.065 0.696 0.502 -0.20
C 0.683526 -0.567216 0.165994 -0.959 1.136 -1.229 -0.17
C 1.310957 1.460888 -0.871688 -1.359 -2.392 0.557 -0.46
C -0.585207 -0.156189 -0.038694 1.693 2.945 -1.367 -0.45
C -1.798714 -0.730797 0.572508 1.499 -0.787 0.576 -0.10
S -0.388272 1.542084 -0.896220 -1.620 -1.801 1.199 0.94
H 2.722473 -0.039793 -0.425604 1.205 -0.304 0.263 0.08
H 0.717804 -1.380211 0.816330 1.098 -1.565 0.683 0.09
H 1.853746 2.281334 -1.216613 0.953 0.859 -0.677 0.04
H -2.228306 -1.560775 0.061524 -0.318 -0.514 -0.784 0.07
H -1.511836 -1.118336 1.563754 -0.215 0.274 -0.190 0.10
H -2.487124 0.027180 0.675298 -1.911 1.453 0.465 0.04
```
Positions in Å, forces in eV/Å.

Calculated values
SMILES: Cc1cccs1
E_HOMO: -8.506 eV
LUMO energy: 0.95 eV
HOMO-LUMO gap: 9.45 eV
molecular weight: 98.17 g/mol
E_tot: -592.2675 a.u.
energy relative to the best compared isomer or geometry (same formula, charge and spin): 11.46 kJ/mol

=====

DFT (wB97M-V/def2-TZVPD) results for the molecule C5H6S.

```
12
Properties=species:S:1:pos:R:3:forces:R:3:lowdin_charge:R:1
C -2.062677 -0.483831 -0.060277 -0.906 0.476 0.193 -0.05
C -0.744173 -0.378594 0.116400 -0.504 0.176 -0.430 -0.59
C 0.026770 0.948015 0.143320 1.157 -1.875 -0.536 -0.17
C 1.497798 0.524800 -0.010679 0.060 0.855 0.062 -0.19
C 1.769359 -0.770760 -0.009724 -0.459 -0.482 -0.185 -0.43
H -2.730894 0.355259 -0.350522 0.887 -0.205 0.634 0.07
H -2.651706 -1.379939 0.117008 0.525 -0.294 -0.423 0.05
H -0.160289 1.523914 1.045610 -0.028 -0.016 0.076 0.11
H -0.269863 1.501636 -0.727828 -0.195 0.633 -0.321 0.11
H 2.274857 1.263346 -0.186495 -0.094 -0.024 0.219 0.10
H 2.711776 -1.306154 -0.143373 -0.201 0.552 0.076 0.07
S 0.339046 -1.797688 0.066559 -0.242 0.203 0.634 0.92
```
Positions in Å, forces in eV/Å.

Calculated values
SMILES: C=C1CC=CS1
E_HOMO: -7.819 eV
LUMO energy: 0.97 eV
HOMO-LUMO gap: 8.79 eV
molecular weight: 98.17 g/mol
E_tot: -592.2563 a.u.
energy relative to the best compared isomer or geometry (same formula, charge and spin): 40.79 kJ/mol

=====

DFT (wB97M-V/def2-TZVPD) results for a 3-piece molecular cluster, C5H6S3 overall.

```
14
Properties=species:S:1:pos:R:3:forces:R:3:lowdin_charge:R:1
C -0.213534 -0.785376 -1.354691 -0.448 1.346 2.688 -0.68
C -0.365910 0.775805 -1.186637 -0.451 -2.869 5.580 -0.56
C 0.682664 -0.061522 -0.247916 1.408 -0.034 -3.244 -0.77
C 0.514031 -0.337107 1.123460 -1.097 -1.920 1.753 -0.37
C 0.297808 -1.003795 2.142599 -2.719 1.612 1.779 0.08
H -2.455129 -0.329973 0.198266 1.926 -1.890 -1.427 0.10
H 0.245977 -1.091287 -2.284899 0.135 0.150 0.041 0.09
H 0.157324 1.317209 -1.840786 1.660 2.220 -2.571 0.02
H -0.781045 1.607448 1.631307 -1.158 -0.079 -3.691 0.13
H 2.664246 1.247891 0.016309 0.177 -0.864 -0.443 -0.11
H -0.432020 -1.172626 3.137657 2.870 0.228 -3.206 0.13
S -1.380075 -1.926216 -0.655736 -1.820 2.504 0.595 0.59
S -1.501969 1.756089 -0.103636 1.312 -1.668 1.849 0.62
S 2.567628 0.003456 -0.575303 -1.795 1.263 0.297 0.72
```
Positions in Å, forces in eV/Å.

Calculated values
E_HOMO: -8.650 eV
LUMO energy: -0.99 eV
HOMO-LUMO gap: 7.66 eV
molecular weight: 162.30 g/mol
E_tot: -1388.3552 a.u.
energy relative to the best compared isomer or geometry (same formula, charge and spin): 841.83 kJ/mol

=====

DFT (wB97M-V/def2-TZVPD) results for a 2-piece molecular cluster, C5H6Si overall.

```
12
Properties=species:S:1:pos:R:3:forces:R:3:lowdin_charge:R:1
C -1.602069 -0.450684 0.989151 1.424 0.366 1.472 -0.09
C -1.857762 0.443213 -0.178550 0.372 -3.045 -1.016 -0.20
C 3.222748 -0.573614 0.725119 -1.516 2.074 -1.212 -0.37
C 3.436758 0.733255 0.571215 -0.406 0.660 -1.667 -0.38
C -2.831142 -0.140332 0.806736 -2.047 0.196 -0.653 -0.06
Si 2.097450 0.129493 -0.620922 1.515 -0.122 1.394 0.76
H -0.725572 -0.755700 1.588854 -1.113 -0.136 -0.304 0.10
H -1.675552 1.439877 -0.116462 0.757 2.932 0.211 0.03
H 3.517724 -1.151768 1.522792 0.834 -1.876 1.304 -0.01
H 4.089007 1.554927 0.912337 -0.460 -0.734 0.175 0.04
H -3.932211 -0.018966 0.994650 1.603 -0.641 0.118 0.11
H -1.541206 -0.015192 -1.135131 -0.962 0.326 0.177 0.07
```
Positions in Å, forces in eV/Å.

Calculated values
SMILES: C1=[Si]=C1.C1=CC1
E_HOMO: -9.063 eV
LUMO energy: 0.20 eV
HOMO-LUMO gap: 9.27 eV
molecular weight: 94.19 g/mol
E_tot: -483.3853 a.u.
energy relative to the best compared isomer or geometry (same formula, charge and spin): 373.08 kJ/mol